Here is a structure of composition C26H42BLiN9O6P from the Open Molecules 2025 dataset. Energies are from ωB97M-V/def2-TZVPD.

Summary:
LUMO level (spin up / spin down), eV: 2.7 / 2.2
Energy above the lowest of the compared OMol25 structures with the same formula, charge and spin, kcal per mole: 2.1
Orbital gap (spin up / spin down), eV: 7.5 / 8.3
Total energy, eV: -63521.492
Spin multiplicity: 2
Charge: -1

Each line ends with the Mulliken charge.
Positions of all 86 atoms, in Å:
Li: 0.1024 -0.9854 0.4828  1.6654
C: 1.6136 -2.5294 2.9705  -1.2578
C: 2.4994 -2.2311 1.8032  0.6862
C: 3.8753 -2.4712 1.6472  -1.5587
C: 4.1741 -1.9588 0.4062  -0.3317
N: 3.0390 -1.4726 -0.1345  0.5336
N: 2.0147 -1.6276 0.7294  -0.8188
B: 2.9187 -0.5496 -1.3596  -0.0054
N: 1.6632 -0.8829 -2.2201  1.7243
C: 1.5851 -0.6693 -3.5471  -0.4617
C: 0.3599 -1.1281 -3.9799  -1.3136
C: -0.2573 -1.6337 -2.8233  0.5139
C: -1.5710 -2.3372 -2.7208  -1.1524
N: 0.5286 -1.4590 -1.7616  -0.9798
N: 2.8508 0.9057 -0.9098  2.0643
C: 2.2454 1.9455 -1.5185  -0.6505
C: 2.4528 3.0658 -0.7499  -1.2041
C: 3.2216 2.6017 0.3392  0.6349
C: 3.7143 3.3684 1.5224  -1.4536
N: 3.4583 1.3055 0.2255  -1.3137
N: 4.1411 -0.7882 -2.2728  1.1005
C: 4.5421 -1.9885 -2.7411  -0.3766
C: 5.5109 -1.7668 -3.6925  -1.2646
C: 5.6257 -0.3629 -3.7501  0.7816
C: 6.5240 0.4623 -4.6165  -1.2790
N: 4.7917 0.2142 -2.8981  -1.2194
H: 2.1305 -3.1577 3.6954  0.3892
H: 0.7054 -3.0474 2.6579  0.3065
H: 1.3140 -1.6071 3.4727  0.1648
H: 4.5473 -2.9443 2.3432  0.4317
H: 5.1070 -1.8819 -0.1255  0.4799
H: 2.4166 -0.2335 -4.0791  0.4995
H: -0.0220 -1.1310 -4.9872  0.4121
H: -2.0776 -2.3381 -3.6863  0.3381
H: -2.2065 -1.8821 -1.9659  -0.0150
H: -1.4200 -3.3729 -2.4107  0.2853
H: 1.7361 1.8237 -2.4611  0.7362
H: 2.0984 4.0666 -0.9360  0.3808
H: 4.4316 4.1393 1.2318  0.3484
H: 4.2021 2.6866 2.2174  0.3573
H: 2.8844 3.8569 2.0366  0.2428
H: 4.0981 -2.8974 -2.3669  0.5570
H: 6.0592 -2.5038 -4.2557  0.3877
H: 7.2616 -0.1659 -5.1161  0.3430
H: 7.0509 1.2091 -4.0223  0.3089
H: 5.9565 0.9919 -5.3840  0.2505
N: -1.2027 1.1800 -1.2758  0.0332
C: -1.2533 2.2101 -0.4083  -1.1015
C: 0.0706 1.9762 1.1982  0.6645
O: 0.0029 3.0166 1.7689  -0.6083
O: 0.4780 0.8600 1.1180  -0.4698
H: -0.4523 1.1376 -1.9492  0.2305
H: -1.5260 0.2738 -0.9271  -0.0647
H: -2.1060 2.2135 0.2618  0.3408
H: -0.8577 3.1641 -0.7318  0.6207
C: -4.8064 -0.7838 -1.1613  -1.5842
C: -5.0002 0.1902 -0.0061  1.7173
C: -6.1335 -0.2599 0.9094  -1.7963
C: -5.2617 1.5921 -0.5406  -1.7591
O: -3.7911 0.3215 0.7661  0.4429
P: -2.8637 -0.9257 1.2573  0.0403
O: -3.6964 -2.0765 1.6674  -0.9345
O: -1.7682 -1.1207 0.2367  -0.6449
O: -2.0884 -0.2040 2.4701  0.0871
C: -2.6282 0.3271 3.6970  1.7534
C: -3.8280 -0.4677 4.1962  -1.5903
C: -3.0021 1.7875 3.4656  -1.1581
C: -1.4732 0.2267 4.6849  -1.6952
H: -5.7130 -0.8204 -1.7691  0.5509
H: -4.5913 -1.7862 -0.7888  0.3427
H: -3.9823 -0.4521 -1.7940  0.3200
H: -7.0598 -0.3651 0.3396  0.4840
H: -6.2944 0.4818 1.6952  0.3303
H: -5.8764 -1.2145 1.3664  0.3360
H: -6.1911 1.6155 -1.1132  0.4052
H: -4.4409 1.9061 -1.1877  0.3409
H: -5.3425 2.2987 0.2872  0.3572
H: -4.6708 -0.3814 3.5118  0.1665
H: -4.1282 -0.0807 5.1729  0.5072
H: -3.5815 -1.5247 4.2848  0.3277
H: -3.8070 1.8587 2.7347  0.0286
H: -2.1398 2.3439 3.0955  0.1936
H: -3.3330 2.2419 4.4025  0.4861
H: -1.2000 -0.8191 4.8336  0.3617
H: -1.7522 0.6594 5.6478  0.4199
H: -0.6061 0.7617 4.2948  0.2500

Here is a cluster of 3 separate species, C4H12N3 in total from the Open Molecules 2025 dataset. Energies are from ωB97M-V/def2-TZVPD.

Summary:
LUMO level (spin up / spin down), eV: -5.9 / -5.3
Energy above the lowest of the compared OMol25 structures with the same formula, charge and spin, kcal per mole: 165.0
Orbital gap (spin up / spin down), eV: 5.7 / 7.8
Total energy, eV: -8800.578
Charge: +1

Each line ends with the Mulliken charge.
Positions of all 19 atoms, in Å:
C: 1.9548 -0.1789 -0.0305  0.0303
C: 0.6281 0.0431 -0.2237  -0.0590
C: 2.9575 0.8902 -0.0637  -1.1781
C: 0.0153 -2.9421 0.0089  -0.3436
N: -1.5588 -0.6312 -0.3692  -0.3144
N: -0.3187 -0.8925 -0.1372  0.1142
N: -2.7535 1.6784 0.1057  -0.8834
H: 2.2946 -1.1852 0.1705  0.2628
H: 0.2727 1.0496 -0.4406  0.3359
H: 2.5971 1.7836 -0.5724  0.3474
H: 3.2102 1.1693 0.9670  0.3109
H: 3.8865 0.5452 -0.5161  0.3456
H: 0.8414 -2.9616 0.6994  0.2286
H: -0.9580 -3.2306 0.3743  0.2146
H: -1.9785 0.3704 -0.3170  0.4940
H: -2.2027 -1.4064 -0.2648  0.2512
H: -3.5931 1.3857 0.5955  0.2837
H: -3.0502 2.2083 -0.7069  0.2778
H: -2.2445 2.3047 0.7208  0.2815